No. 1
51
Properties=species:S:1:pos:R:3:forces:R:3 method="wB97M-V/def2-TZVPD" relative_energy_kcal_mol=7.8 charge=+2 spin_multiplicity=1 total_energy_ha=-5066.331842 lumo_energy_ev=-7.7
As -1.9856 -0.4056 2.2971 -0.605 -0.336 0.865
Ti 0.0998 0.4063 -0.4404 -0.413 -2.226 0.687
S 0.1040 0.0433 1.8909 -0.013 0.143 -0.103
S -0.7090 -1.5013 -1.3654 0.268 0.531 0.164
O 0.1435 1.8133 -1.8275 0.163 0.444 -0.155
O -4.8281 4.6776 0.4668 0.076 0.143 -0.175
O -5.1880 6.3535 -0.8520 0.089 -0.097 0.049
O -1.4225 1.4650 -0.3860 -1.247 0.929 0.066
N 1.9355 -0.1700 -0.8706 1.378 -0.110 -0.553
N -4.5868 5.3650 -0.5097 -0.165 -0.053 0.091
C -1.3307 4.1104 -2.9314 0.138 -0.088 0.004
C -1.6809 3.3968 -1.7799 -0.164 -0.017 0.080
C -2.7540 3.8125 -0.9915 -0.100 -0.019 0.077
C 2.2215 -3.6323 -3.1775 0.123 -0.049 -0.058
C 2.8286 1.8116 0.2113 0.062 -0.109 -0.044
C -2.5053 -2.1889 1.7597 0.091 0.185 0.086
C 3.3484 -2.8930 -2.9516 -0.024 -0.094 -0.063
C -2.0611 5.2289 -3.2857 0.043 0.034 -0.079
C -3.4564 4.9341 -1.3615 0.235 -0.081 -0.133
C 3.2766 -1.7065 -2.1895 -0.151 0.195 0.194
C 4.3863 -0.8688 -1.9532 -0.067 -0.021 0.011
C 4.2515 0.2753 -1.2056 0.056 -0.105 -0.002
C -3.3704 0.8375 1.7665 0.244 -0.052 -0.070
C 3.0115 0.6003 -0.6542 0.098 0.063 0.021
C -2.0391 -0.4045 4.2296 0.127 0.028 -0.136
C -3.1294 5.6509 -2.5030 -0.157 0.004 0.164
C 0.8811 -2.0620 -1.9270 0.039 -0.058 -0.017
C 2.0371 -1.3030 -1.6463 0.188 -0.386 -0.284
C -0.9677 2.2126 -1.3527 -0.346 0.886 -0.613
C 0.9783 -3.2095 -2.6767 -0.074 0.175 0.121
H -0.5002 3.7794 -3.5414 -0.005 0.005 0.007
H -1.7497 0.5799 4.5922 -0.003 0.022 -0.039
H -3.5909 0.7512 0.7077 0.021 0.013 -0.022
H 2.6299 1.5156 1.2436 0.012 0.012 0.014
H -1.8018 5.7817 -4.1776 -0.008 -0.003 0.003
H -3.0714 1.8515 2.0215 0.043 0.001 -0.025
H -3.5086 -2.3546 2.1531 -0.013 0.058 0.000
H 2.0086 2.4421 -0.1463 -0.001 0.018 -0.002
H 5.3460 -1.1352 -2.3798 0.010 0.012 0.019
H -1.8200 -2.9017 2.2138 0.060 0.038 -0.023
H -3.7183 6.5222 -2.7563 0.044 0.013 -0.047
H 4.3038 -3.2029 -3.3544 0.000 0.009 0.005
H 0.0850 -3.7827 -2.8886 0.019 -0.024 -0.019
H 2.2726 -4.5428 -3.7585 0.004 0.010 0.003
H -1.3416 -1.1473 4.6113 0.017 -0.018 -0.049
H -2.5075 -2.3043 0.6818 0.007 0.033 -0.049
H -4.2484 0.5653 2.3525 0.032 -0.074 0.029
H -3.0470 -0.6382 4.5684 -0.039 -0.016 -0.094
H 5.0973 0.9259 -1.0359 -0.020 0.009 0.047
H -3.0346 3.2825 -0.0963 -0.043 -0.026 0.028
H 3.7289 2.4201 0.2077 -0.027 0.052 0.016

=====

No. 2
10
Properties=species:S:1:pos:R:3:forces:R:3 method="wB97M-V/def2-TZVPD" smiles="CN(S)C=S" relative_energy_kcal_mol=67.8 spin_multiplicity=1 total_energy_ha=-930.231330 lumo_energy_ev=0.3
S 0.2699 -1.0844 1.6286 -0.531 0.964 0.972
S -0.4853 2.0614 1.7102 -0.301 0.874 3.294
N 0.0160 -0.2485 0.1708 -1.185 2.279 1.898
C -0.4523 1.1105 0.4836 1.526 -3.114 -8.987
C 0.3074 -0.8814 -1.1526 2.795 3.349 1.565
H -0.3225 0.2313 2.1400 1.048 -2.211 1.054
H 0.0041 -0.0696 -1.7563 -0.505 0.406 -1.606
H 1.4527 -0.9512 -1.3163 -1.766 -0.083 0.568
H -0.1410 -1.7886 -1.3815 -1.183 -1.536 0.109
H -0.6491 1.6206 -0.5264 0.104 -0.928 1.133

=====

No. 3
15
Properties=species:S:1:pos:R:3:forces:R:3 method="wB97M-V/def2-TZVPD" smiles="OB(O)[C@@]1(Cl)CC=CS1" relative_energy_kcal_mol=25.0 spin_multiplicity=1 total_energy_ha=-1189.786488 lumo_energy_ev=0.1
Cl -1.7995 -1.3060 -1.0046 0.525 -0.134 -0.104
S -0.0636 -1.2217 1.4757 -1.929 0.801 -0.246
O -0.5145 2.0163 0.8462 -1.153 2.979 -0.435
O -2.5900 1.2558 0.0116 -1.626 0.598 -0.306
C 0.9441 -0.1544 -0.8585 -3.702 -1.194 0.015
C -0.6382 -0.3120 -0.0724 3.176 -0.341 -0.254
C 1.7757 -1.2983 -0.3673 0.180 0.624 -0.845
C 1.3361 -1.8660 0.7683 2.250 0.580 -1.543
B -1.2987 1.0884 0.2621 1.375 -1.777 0.270
H -1.0663 2.8628 0.7043 1.783 -1.392 0.842
H 1.3867 0.7580 -0.5619 0.291 1.208 0.677
H 1.9762 -2.4954 1.3508 -0.070 -0.588 0.272
H 0.7476 -0.0574 -1.9459 0.146 -0.476 0.540
H -2.9327 2.0918 0.3475 -0.254 -0.116 -0.115
H 2.7370 -1.3619 -0.9557 -0.994 -0.771 1.232

=====

No. 4
46
Properties=species:S:1:pos:R:3:forces:R:3 method="wB97M-V/def2-TZVPD" smiles="COCCNC(=S)N1CCN(Cc2ccc3c(c2)OCO3)CC1" relative_energy_kcal_mol=80.1 spin_multiplicity=1 total_energy_ha=-1411.624330 lumo_energy_ev=0.7
S 1.9885 -1.4359 0.3820 0.466 -0.768 0.219
O -0.6954 -3.7887 0.4079 -0.100 0.099 -0.491
O 0.6339 2.6032 3.1560 -0.146 0.152 -0.085
O -1.4695 -2.4979 2.1498 -0.325 0.382 -0.074
N 1.0648 0.5208 -1.1383 -0.127 0.134 0.198
N 0.6653 0.6855 1.1350 0.092 0.434 -0.155
N -0.4238 0.3735 -3.4084 -0.089 0.017 0.006
C -1.6416 -1.8223 0.9691 0.125 -0.194 -0.522
C 1.9371 2.8750 3.6172 0.084 0.008 -0.025
C -2.2398 -0.1447 -0.5755 -0.050 -0.067 -0.185
C 0.1827 1.2921 3.4157 -0.060 -0.315 -0.148
C -1.1704 -2.1516 -1.3772 0.003 -0.247 0.296
C 0.7942 -0.4192 -3.4003 0.148 0.109 -0.158
C -2.2201 -0.5997 0.7416 0.052 -0.334 0.248
C -1.6973 -0.8785 -1.6199 -0.227 0.087 0.002
C -0.7637 -3.6761 1.8100 0.641 -0.781 0.884
C 1.2096 0.0031 0.1013 -0.102 0.049 0.016
C -1.1462 -2.5977 -0.0807 -0.281 0.443 0.281
C 0.8269 0.2484 2.5021 0.011 0.200 0.347
C 0.2786 1.7058 -1.4030 -0.083 0.262 -0.043
C -1.6504 -0.3067 -3.0198 0.043 -0.040 -0.032
C 1.7695 -0.0138 -2.2783 0.167 -0.179 -0.286
C -0.1950 1.6897 -2.8758 0.056 0.054 0.064
H 1.3003 -0.2811 -4.3653 0.083 -0.142 0.093
H 2.0290 2.6546 4.6866 0.006 0.009 -0.010
H 0.3575 1.0209 4.4652 -0.032 0.005 -0.071
H 0.5354 -1.4711 -3.3051 0.038 -0.010 -0.021
H 0.5666 2.1578 -3.5084 -0.060 0.112 0.065
H 0.2586 -3.6233 2.2232 -0.251 0.078 -0.158
H 2.1034 3.9379 3.4517 0.084 -0.033 0.041
H 1.8905 0.1133 2.7403 -0.165 -0.045 -0.032
H -0.8938 1.3223 3.2305 0.029 -0.055 0.081
H 0.4929 1.6774 1.0464 -0.009 -0.053 -0.137
H -1.2853 -4.5495 2.2255 0.027 0.208 -0.144
H -2.6380 -0.0191 1.5472 -0.062 0.088 0.125
H -0.7960 -2.7760 -2.1712 0.071 -0.071 -0.137
H -1.1109 2.2772 -2.9643 0.064 0.069 -0.011
H -0.5900 1.7035 -0.7424 0.117 0.048 -0.028
H 2.3472 -0.8764 -1.9438 -0.028 0.201 -0.110
H 2.6945 2.3030 3.0712 0.008 0.013 0.017
H -2.4622 0.4138 -3.1506 -0.041 -0.088 -0.020
H 2.4639 0.7536 -2.6444 -0.021 -0.055 0.015
H 0.3329 -0.7163 2.6420 0.073 0.062 0.072
H -2.7030 0.8093 -0.7852 -0.030 0.115 -0.052
H -1.7971 -1.1147 -3.7434 -0.114 0.042 0.047
H 0.8656 2.6185 -1.2162 -0.088 -0.005 0.019

=====

No. 5
11
Properties=species:S:1:pos:R:3:forces:R:3 method="wB97M-V/def2-TZVPD" relative_energy_kcal_mol=84.3 spin_multiplicity=1 total_energy_ha=-741.046550 lumo_energy_ev=0.2
Cl 2.6400 -1.7533 -0.1478 0.312 -0.347 0.343
N -0.7938 0.1175 -0.1037 4.053 -0.697 -1.561
N 2.2506 1.8042 0.4877 -0.165 -0.090 0.037
N -0.0347 -0.8108 0.0970 0.633 1.463 -0.858
C 1.6540 -0.4313 -0.6593 -2.561 -1.050 -0.392
C 1.9791 0.8110 -0.0232 0.313 0.268 -0.486
C -2.0599 0.1795 0.4376 -0.569 2.110 3.952
H -2.7410 -0.2849 -0.1392 -2.265 -1.533 -2.594
H -2.3581 1.3127 0.4416 0.443 -2.273 0.671
H -2.1308 -0.4336 1.3995 0.086 1.373 -0.704
H 1.5944 -0.5111 -1.7902 -0.279 0.776 1.592

=====

Repeat the fourth record exactly.
46
Properties=species:S:1:pos:R:3:forces:R:3 method="wB97M-V/def2-TZVPD" smiles="COCCNC(=S)N1CCN(Cc2ccc3c(c2)OCO3)CC1" relative_energy_kcal_mol=80.1 spin_multiplicity=1 total_energy_ha=-1411.624330 lumo_energy_ev=0.7
S 1.9885 -1.4359 0.3820 0.466 -0.768 0.219
O -0.6954 -3.7887 0.4079 -0.100 0.099 -0.491
O 0.6339 2.6032 3.1560 -0.146 0.152 -0.085
O -1.4695 -2.4979 2.1498 -0.325 0.382 -0.074
N 1.0648 0.5208 -1.1383 -0.127 0.134 0.198
N 0.6653 0.6855 1.1350 0.092 0.434 -0.155
N -0.4238 0.3735 -3.4084 -0.089 0.017 0.006
C -1.6416 -1.8223 0.9691 0.125 -0.194 -0.522
C 1.9371 2.8750 3.6172 0.084 0.008 -0.025
C -2.2398 -0.1447 -0.5755 -0.050 -0.067 -0.185
C 0.1827 1.2921 3.4157 -0.060 -0.315 -0.148
C -1.1704 -2.1516 -1.3772 0.003 -0.247 0.296
C 0.7942 -0.4192 -3.4003 0.148 0.109 -0.158
C -2.2201 -0.5997 0.7416 0.052 -0.334 0.248
C -1.6973 -0.8785 -1.6199 -0.227 0.087 0.002
C -0.7637 -3.6761 1.8100 0.641 -0.781 0.884
C 1.2096 0.0031 0.1013 -0.102 0.049 0.016
C -1.1462 -2.5977 -0.0807 -0.281 0.443 0.281
C 0.8269 0.2484 2.5021 0.011 0.200 0.347
C 0.2786 1.7058 -1.4030 -0.083 0.262 -0.043
C -1.6504 -0.3067 -3.0198 0.043 -0.040 -0.032
C 1.7695 -0.0138 -2.2783 0.167 -0.179 -0.286
C -0.1950 1.6897 -2.8758 0.056 0.054 0.064
H 1.3003 -0.2811 -4.3653 0.083 -0.142 0.093
H 2.0290 2.6546 4.6866 0.006 0.009 -0.010
H 0.3575 1.0209 4.4652 -0.032 0.005 -0.071
H 0.5354 -1.4711 -3.3051 0.038 -0.010 -0.021
H 0.5666 2.1578 -3.5084 -0.060 0.112 0.065
H 0.2586 -3.6233 2.2232 -0.251 0.078 -0.158
H 2.1034 3.9379 3.4517 0.084 -0.033 0.041
H 1.8905 0.1133 2.7403 -0.165 -0.045 -0.032
H -0.8938 1.3223 3.2305 0.029 -0.055 0.081
H 0.4929 1.6774 1.0464 -0.009 -0.053 -0.137
H -1.2853 -4.5495 2.2255 0.027 0.208 -0.144
H -2.6380 -0.0191 1.5472 -0.062 0.088 0.125
H -0.7960 -2.7760 -2.1712 0.071 -0.071 -0.137
H -1.1109 2.2772 -2.9643 0.064 0.069 -0.011
H -0.5900 1.7035 -0.7424 0.117 0.048 -0.028
H 2.3472 -0.8764 -1.9438 -0.028 0.201 -0.110
H 2.6945 2.3030 3.0712 0.008 0.013 0.017
H -2.4622 0.4138 -3.1506 -0.041 -0.088 -0.020
H 2.4639 0.7536 -2.6444 -0.021 -0.055 0.015
H 0.3329 -0.7163 2.6420 0.073 0.062 0.072
H -2.7030 0.8093 -0.7852 -0.030 0.115 -0.052
H -1.7971 -1.1147 -3.7434 -0.114 0.042 0.047
H 0.8656 2.6185 -1.2162 -0.088 -0.005 0.019

=====

Please write out number 4 again, unchanged.
46
Properties=species:S:1:pos:R:3:forces:R:3 method="wB97M-V/def2-TZVPD" smiles="COCCNC(=S)N1CCN(Cc2ccc3c(c2)OCO3)CC1" relative_energy_kcal_mol=80.1 spin_multiplicity=1 total_energy_ha=-1411.624330 lumo_energy_ev=0.7
S 1.9885 -1.4359 0.3820 0.466 -0.768 0.219
O -0.6954 -3.7887 0.4079 -0.100 0.099 -0.491
O 0.6339 2.6032 3.1560 -0.146 0.152 -0.085
O -1.4695 -2.4979 2.1498 -0.325 0.382 -0.074
N 1.0648 0.5208 -1.1383 -0.127 0.134 0.198
N 0.6653 0.6855 1.1350 0.092 0.434 -0.155
N -0.4238 0.3735 -3.4084 -0.089 0.017 0.006
C -1.6416 -1.8223 0.9691 0.125 -0.194 -0.522
C 1.9371 2.8750 3.6172 0.084 0.008 -0.025
C -2.2398 -0.1447 -0.5755 -0.050 -0.067 -0.185
C 0.1827 1.2921 3.4157 -0.060 -0.315 -0.148
C -1.1704 -2.1516 -1.3772 0.003 -0.247 0.296
C 0.7942 -0.4192 -3.4003 0.148 0.109 -0.158
C -2.2201 -0.5997 0.7416 0.052 -0.334 0.248
C -1.6973 -0.8785 -1.6199 -0.227 0.087 0.002
C -0.7637 -3.6761 1.8100 0.641 -0.781 0.884
C 1.2096 0.0031 0.1013 -0.102 0.049 0.016
C -1.1462 -2.5977 -0.0807 -0.281 0.443 0.281
C 0.8269 0.2484 2.5021 0.011 0.200 0.347
C 0.2786 1.7058 -1.4030 -0.083 0.262 -0.043
C -1.6504 -0.3067 -3.0198 0.043 -0.040 -0.032
C 1.7695 -0.0138 -2.2783 0.167 -0.179 -0.286
C -0.1950 1.6897 -2.8758 0.056 0.054 0.064
H 1.3003 -0.2811 -4.3653 0.083 -0.142 0.093
H 2.0290 2.6546 4.6866 0.006 0.009 -0.010
H 0.3575 1.0209 4.4652 -0.032 0.005 -0.071
H 0.5354 -1.4711 -3.3051 0.038 -0.010 -0.021
H 0.5666 2.1578 -3.5084 -0.060 0.112 0.065
H 0.2586 -3.6233 2.2232 -0.251 0.078 -0.158
H 2.1034 3.9379 3.4517 0.084 -0.033 0.041
H 1.8905 0.1133 2.7403 -0.165 -0.045 -0.032
H -0.8938 1.3223 3.2305 0.029 -0.055 0.081
H 0.4929 1.6774 1.0464 -0.009 -0.053 -0.137
H -1.2853 -4.5495 2.2255 0.027 0.208 -0.144
H -2.6380 -0.0191 1.5472 -0.062 0.088 0.125
H -0.7960 -2.7760 -2.1712 0.071 -0.071 -0.137
H -1.1109 2.2772 -2.9643 0.064 0.069 -0.011
H -0.5900 1.7035 -0.7424 0.117 0.048 -0.028
H 2.3472 -0.8764 -1.9438 -0.028 0.201 -0.110
H 2.6945 2.3030 3.0712 0.008 0.013 0.017
H -2.4622 0.4138 -3.1506 -0.041 -0.088 -0.020
H 2.4639 0.7536 -2.6444 -0.021 -0.055 0.015
H 0.3329 -0.7163 2.6420 0.073 0.062 0.072
H -2.7030 0.8093 -0.7852 -0.030 0.115 -0.052
H -1.7971 -1.1147 -3.7434 -0.114 0.042 0.047
H 0.8656 2.6185 -1.2162 -0.088 -0.005 0.019